Molecular formula: C36H91InNO8S10
Method: DFT, ωB97M-V/def2-TZVPD

Structure (XYZ):
```
147
Properties=species:S:1:pos:R:3:forces:R:3
C -9.455165 -1.268534 -1.816075 -0.035 -0.021 -0.171
O -9.545171 4.971347 -0.746935 0.452 0.589 -0.031
H 9.602706 3.229837 8.658701 0.028 -0.113 -0.076
H -6.282363 -1.283884 -5.362115 0.057 0.195 -0.031
H 4.491575 3.396437 -1.713760 1.595 0.766 1.197
H -7.382117 5.738793 0.975968 -0.080 0.006 -0.108
H -3.981259 -4.624217 -2.430949 -0.046 -0.199 0.126
H 0.871843 -3.904290 -4.044384 -1.046 -0.011 1.952
H 8.650096 2.825974 -0.786277 -0.541 0.434 -0.263
S -8.577696 6.063892 -1.093947 -0.211 -0.429 0.172
H -2.398038 -4.506977 5.694811 -0.041 0.042 -0.094
C -5.426881 1.664952 -7.390381 -0.043 0.069 -0.129
C 0.687499 0.302187 -2.429284 -0.369 -0.218 -2.281
C 5.411075 3.688330 -1.047348 -0.747 0.270 1.401
H -5.184671 -8.319527 -2.225058 0.075 0.074 0.065
H -4.701741 1.452144 1.531012 -0.503 0.244 -2.433
H 7.840281 4.546209 2.866873 0.156 0.056 0.082
S -3.835154 -6.641558 -1.151181 -0.052 0.266 0.206
C 9.635090 -1.725253 0.319794 0.083 -0.189 -0.034
H -5.004196 -1.049631 -6.581355 -0.041 0.089 0.066
C -9.537102 -3.546245 -0.387847 -0.020 -0.181 -0.035
C -4.606750 -5.516830 -2.339238 -0.087 0.117 0.048
C 0.910852 -5.125579 -2.037258 0.394 0.448 -0.486
H -10.082876 7.884460 -0.720580 0.146 -0.142 -0.015
H 0.520949 1.071759 -3.326330 0.385 -1.543 2.039
H -6.656713 0.073816 0.468979 0.491 2.372 -0.679
S 9.146425 -0.075805 0.877496 0.315 0.692 -0.670
C 2.317421 -4.848654 -1.240431 0.444 -1.061 0.138
S -5.864342 1.038524 -5.750847 -0.470 0.114 0.040
H -1.585807 -5.426037 2.816237 -0.047 0.130 0.053
H -5.637039 3.247006 -1.730029 -1.578 -1.365 -0.741
H 5.461115 4.847573 -0.860243 -0.471 -2.017 -0.492
H 12.297497 0.758509 7.466019 -0.183 0.152 -0.041
H 3.019127 -4.047672 -1.775237 -1.763 -1.563 1.289
H -7.135583 1.850579 0.880443 1.340 -1.136 -1.864
S -3.153575 -3.742038 3.542431 0.271 0.076 -0.371
H -2.208521 -2.744823 5.502343 -0.046 -0.134 -0.161
H -6.724016 -0.820624 -7.025851 0.030 0.114 0.064
C -1.421125 -0.730882 0.239573 1.121 -0.075 0.919
S -8.394927 -2.170635 -0.661687 0.287 -0.044 -0.278
O 9.354829 0.823315 7.114482 0.447 0.467 0.105
C -6.997632 1.309727 -1.425703 -1.118 0.437 0.407
C 10.206289 -0.047507 2.343014 0.122 -0.031 0.100
H 10.091479 0.921410 2.837408 -0.057 -0.121 -0.141
H 2.202478 -2.361448 1.168149 1.836 -1.835 -0.787
H 8.817124 3.736428 7.140837 0.195 -0.147 -0.061
H 8.581995 3.181957 1.991452 0.129 0.196 -0.133
H -6.086352 2.269321 -3.287164 -1.086 1.186 2.286
H -8.921285 -0.376631 -2.152972 -0.045 -0.245 0.134
H -1.165268 -1.167835 -2.748302 2.542 0.211 -0.064
H 3.463396 2.910665 1.957616 -0.466 0.417 -2.510
C -6.505110 2.647041 -2.235512 0.326 -0.302 -0.823
C -5.127970 -7.904471 -1.215844 -0.142 -0.048 0.084
H -8.188509 1.375880 -1.371717 2.536 -0.139 -0.097
H -2.182859 1.426189 0.877472 -0.529 -2.260 -0.281
H 9.016109 6.693504 3.493732 0.047 -0.098 -0.041
H -6.602503 4.906541 -0.395399 -0.194 0.148 -0.040
O -7.228488 -2.701303 -1.441362 -0.603 0.092 0.183
H -1.049196 -3.849514 4.717033 -0.107 0.017 -0.071
S 2.743229 1.595393 -0.048201 -1.716 0.801 -0.586
C 3.522989 3.084045 0.778024 1.650 0.422 1.521
C 9.829026 6.553781 2.776988 -0.009 0.138 0.129
H 9.348782 -2.465730 1.070606 -0.020 0.073 -0.013
H 11.250804 -0.183280 2.052098 -0.093 0.033 -0.080
H 0.939995 -4.334242 0.634202 2.362 -0.521 -0.898
In 7.369210 3.025156 -2.030659 0.023 -0.099 -0.218
H -7.392658 3.403878 -2.398083 1.725 -1.652 0.194
H 5.513155 1.855941 0.364808 -0.991 2.278 0.331
H -0.777706 -3.892434 -3.021109 2.379 0.021 -0.169
H -10.454677 -3.173520 0.073401 0.105 0.038 -0.023
H 8.327466 4.733855 1.153618 0.127 -0.184 -0.001
H -4.353605 -0.578103 -0.584619 0.851 1.932 0.702
C 5.157209 2.993344 0.433293 -0.143 -0.274 -1.376
H -2.951218 -6.131964 3.735541 -0.016 0.121 0.042
C -3.855470 0.450724 -0.333740 0.927 1.362 0.137
H -4.679820 -6.007126 -3.312833 0.081 -0.048 0.098
H -8.396139 8.360346 -0.398734 -0.023 -0.105 -0.040
C 9.760271 3.422607 7.594717 -0.043 0.074 0.136
H -1.220421 -1.477854 1.148428 -0.497 1.591 -2.027
C -2.093711 -3.713741 5.007949 0.131 0.130 0.083
H 2.383013 -5.497684 1.003605 -0.643 1.883 -1.534
C -7.101203 5.826298 -0.076414 0.052 -0.071 0.108
H 0.080814 -5.336147 -1.227429 1.643 0.160 -1.752
H 1.105752 -6.056545 -2.750199 -0.798 1.881 1.605
H 10.717990 7.084169 3.130315 -0.083 -0.185 -0.062
H 9.539401 6.947226 1.799781 0.040 -0.120 0.044
H -5.338445 2.753778 -7.335195 -0.035 -0.209 0.127
C -2.576385 0.327752 0.721703 -1.027 -0.726 -0.327
C 0.403951 -3.849198 -2.972567 -0.194 0.286 0.629
H -6.422045 6.670868 -0.214485 -0.082 -0.042 -0.055
H -6.090490 -7.470664 -0.934042 0.121 0.059 -0.009
H 3.080318 4.119455 0.457286 0.753 -2.232 0.487
H -4.468878 1.240937 -7.700312 -0.055 0.018 0.099
N 0.061922 0.938507 -1.209545 3.450 0.272 1.154
H 2.934984 -5.868850 -1.297475 -1.265 2.213 0.128
H -9.297294 7.377868 0.797283 0.032 -0.078 -0.098
S 10.228108 4.795833 2.627967 -0.253 -0.165 -0.027
C -9.139729 7.570638 -0.266700 -0.084 0.073 0.124
C -6.478925 1.202860 0.125530 0.149 -0.558 0.299
H 11.517883 1.590761 8.837385 -0.052 -0.002 -0.082
H 0.958269 -0.722214 0.050745 -1.796 1.357 -0.318
S 10.322304 1.915860 6.767471 -0.299 -0.241 -0.118
H 0.154650 -1.161198 -4.093163 -0.244 0.125 2.491
O 9.703873 0.914664 -0.101434 0.041 -1.157 0.962
C 8.577723 4.268217 2.109940 -0.029 0.038 0.121
C 11.798797 1.678267 7.785003 0.058 -0.060 0.198
H -5.600639 -5.227279 -1.989348 0.104 0.022 0.068
C 2.937175 -3.276285 0.950326 -0.108 -0.010 1.215
H -3.183988 -5.608987 2.048104 0.072 0.165 0.169
C -5.979792 -0.700125 -6.234865 -0.073 -0.114 -0.058
H 0.762503 -2.532649 -1.146805 -0.043 0.505 -2.144
O -3.907551 -5.990924 0.198453 -0.207 -0.390 -0.712
H 5.816320 3.477074 1.282199 -1.533 -0.770 -1.601
H -10.375526 -0.967618 -1.309732 0.106 -0.030 0.040
C 2.080484 -4.546663 0.360232 0.126 0.244 0.707
H 9.116012 -1.942753 -0.616832 0.011 0.180 0.139
H 1.843101 0.129995 -2.368280 -2.004 0.274 0.198
H -3.408529 0.912878 -1.333026 -1.043 -1.061 1.937
C -4.893132 1.547997 0.356475 0.043 -0.670 0.895
H -9.689866 -1.896620 -2.678901 0.070 -0.053 0.107
C 1.056386 2.052181 -0.819242 -0.314 1.988 -0.049
O -2.596127 -2.751570 2.563501 -0.143 -0.492 0.567
C 0.824445 -2.410244 -2.308633 0.578 -0.262 -0.392
H 3.371215 -3.569918 2.021994 -0.919 0.627 -2.291
H -6.204650 1.401613 -8.111356 0.002 -0.014 0.131
C 0.008753 -1.110392 -2.909223 0.317 -0.506 -0.670
H -6.775384 0.317220 -2.031964 -0.077 2.122 1.313
H 1.973042 -2.237001 -2.584725 -2.465 -0.252 0.754
H 10.714193 -1.759803 0.151302 -0.068 0.109 0.024
H -4.595794 2.668899 0.095681 -0.707 -2.461 0.313
H 3.868331 -2.969460 0.303895 -2.049 -0.512 1.091
H -1.746347 -1.403398 -0.660804 0.538 1.474 1.598
H -4.870788 -8.700568 -0.512919 0.069 0.168 -0.077
H 7.071955 1.453920 -2.916454 -0.019 0.269 0.306
H 7.931868 4.185576 -3.313328 -0.214 -0.069 0.287
H 0.171682 0.736151 0.948206 -0.296 -1.620 -2.035
H 12.477955 2.522837 7.646932 -0.095 -0.043 -0.064
H -9.766614 -4.036668 -1.336998 0.069 0.094 0.023
C -2.664910 -5.391486 2.984729 0.001 -0.002 -0.058
C 0.048791 0.025846 -0.003690 -0.955 -0.399 1.890
S 0.661722 3.693605 -1.076373 0.519 -3.045 0.391
H 10.503861 4.212314 7.462683 -0.053 -0.116 -0.109
H 9.901962 -0.840743 3.029876 -0.041 0.061 -0.034
O -7.253210 1.513808 -5.442254 0.611 -0.333 -0.337
H -9.061440 -4.265390 0.285193 0.021 0.209 -0.099
H -3.026595 -0.090117 1.739282 1.021 1.006 -2.067
O 10.456810 4.266311 4.012663 -0.142 0.231 -0.131
```
Positions in Å, forces in eV/Å.

Values from the calculation:
HOMO-LUMO gap ... 5.8 eV
HOMO level ... -0.16106 Eh
Multiplicity ... 1
Total charge ... -1
LUMO level ... 1.41 eV
Electronic energy ... -6254.2414 Eh

Results of the Löwdin charge analysis, in e, for atoms 1 through 5:
1. C -0.258
2. O -0.564
3. H 0.052
4. H 0.049
5. H 0.025